The following is a quantum chemistry calculation of 7 unconnected molecules or ions with the total composition C45H90N11O9S in a non-equilibrium geometry, from OMol25.

* net charge: +1
* DFT total energy: -3445.41238 Ha
* HOMO-LUMO gap: 7.654 eV

Geometry (Å):
C (1.5556, -0.4348, 3.4089)
C (0.2302, -0.0418, 2.8189)
C (0.0662, -0.1234, 1.1602)
C (0.8481, 1.1330, 0.4635)
C (0.8253, 0.8827, -1.1923)
C (1.1570, 2.3973, -1.8228)
C (2.5353, 3.0616, -1.1456)
C (3.5103, 3.7887, -2.2554)
C (5.0888, 3.7466, -1.7190)
C (5.7960, 2.2743, -1.8762)
C (5.9054, 1.4170, -0.4671)
C (7.0957, 0.2894, -0.4517)
S (6.4836, -1.4935, -0.5128)
C (6.0979, -1.8890, -2.3018)
N (5.2448, -2.9546, -2.9526)
N (5.3641, -2.6527, -4.3262)
C (6.2765, -1.4480, -4.5266)
O (6.7800, -0.9507, -3.2313)
N (2.0231, -0.0744, -1.3848)
C (2.5618, 0.0311, -2.6341)
O (3.1286, 0.0712, -3.8516)
N (-0.4780, 0.3009, -1.6913)
N (-0.4156, -1.0547, -2.0320)
C (-1.6983, 0.5390, -0.8309)
C (-2.1640, 2.1464, -0.7656)
C (-2.5875, 2.7716, -2.2169)
C (-2.0640, 4.3347, -2.4584)
C (-2.3160, 5.3187, -1.1686)
C (-2.9560, -0.2116, -1.6228)
O (-4.2900, 0.2472, -1.2115)
C (-5.3631, -0.6177, -1.7438)
C (-1.5419, 0.0776, 0.7423)
C (-2.4928, -1.1645, 1.2164)
C (-2.0115, -2.6590, 0.7594)
C (-0.8651, -3.3342, 1.7732)
C (-1.1569, -4.9804, 1.8210)
H (2.2288, 0.2940, 4.0537)
H (1.9934, -1.5098, 3.2043)
H (-0.6624, 0.2671, 3.5365)
H (0.5183, -1.1308, 0.7793)
H (1.9871, 1.0531, 0.8116)
H (0.4890, 2.1966, 0.7758)
H (1.1849, 2.4026, -3.0018)
H (0.3060, 3.1873, -1.5439)
H (2.2566, 3.8905, -0.3358)
H (3.1933, 2.2459, -0.6037)
H (3.3723, 3.2857, -3.3088)
H (3.1707, 4.9321, -2.3066)
H (5.1328, 4.1771, -0.6163)
H (5.6730, 4.5436, -2.3887)
H (5.1881, 1.6565, -2.6640)
H (6.8950, 2.4690, -2.2733)
H (6.0658, 2.2208, 0.3974)
H (4.8928, 0.8748, -0.2156)
H (7.8525, 0.4880, -1.3338)
H (7.6465, 0.3999, 0.6019)
H (6.5580, -0.9486, -5.5476)
H (-0.6707, 0.7945, -2.6157)
H (0.0892, -1.2154, -2.9281)
H (-0.0755, -1.6482, -1.2495)
H (-1.3512, 2.8156, -0.2013)
H (-3.1273, 2.2585, -0.0664)
H (-2.3097, 2.1226, -3.1492)
H (-3.7788, 2.8534, -2.2258)
H (-0.9463, 4.3742, -2.8760)
H (-2.7301, 4.7394, -3.3624)
H (-3.0668, 4.7751, -0.4529)
H (-2.8121, 6.3127, -1.6036)
H (-1.2705, 5.5593, -0.6919)
H (-2.8572, 0.0284, -2.7843)
H (-2.9588, -1.3753, -1.5193)
H (-6.2084, 0.0403, -2.2355)
H (-4.8761, -1.3019, -2.5588)
H (-5.8148, -1.2566, -0.8638)
H (-1.8782, 0.9963, 1.4301)
H (-2.4597, -1.1627, 2.4109)
H (-3.6285, -1.0637, 0.9419)
H (-2.9648, -3.3657, 0.9002)
H (-1.7255, -2.7654, -0.3797)
H (-0.8466, -2.8418, 2.8345)
H (0.1870, -3.2411, 1.2167)
H (-1.9954, -5.3114, 1.0590)
H (-0.1674, -5.5399, 1.4561)
H (-1.3411, -5.3606, 2.9200)
C (-2.1968, 3.4929, 4.0247)
C (-2.5170, 3.7237, 2.5749)
O (-1.6794, 3.5722, 1.6875)
N (-3.7834, 4.1137, 2.2515)
C (-4.8999, 4.3443, 3.1372)
H (-1.1512, 3.1872, 4.1238)
H (-2.3417, 4.4164, 4.5915)
H (-2.8291, 2.6960, 4.4252)
H (-3.9214, 4.2489, 1.2569)
H (-5.7098, 3.6724, 2.8436)
H (-5.2265, 5.3791, 3.0084)
H (-4.6445, 4.1710, 4.1836)
C (6.5278, 1.2950, 5.6371)
C (6.3299, 0.9569, 4.1865)
O (6.4309, 1.8009, 3.2980)
N (6.0286, -0.3337, 3.8636)
C (5.8674, -1.4613, 4.7505)
H (6.7615, 2.3590, 5.7356)
H (5.6121, 1.0892, 6.1976)
H (7.3626, 0.7188, 6.0449)
H (5.9103, -0.4825, 2.8684)
H (6.5946, -2.2246, 4.4638)
H (4.8581, -1.8573, 4.6152)
H (6.0155, -1.1926, 5.7974)
C (-3.0692, -7.0236, -2.0793)
C (-2.7311, -7.7167, -0.7897)
O (-3.1930, -7.3521, 0.2899)
N (-1.8822, -8.7833, -0.8377)
C (-1.2396, -9.3612, -1.9940)
H (-3.7549, -6.1950, -1.8799)
H (-2.1620, -6.6189, -2.5356)
H (-3.5608, -7.7221, -2.7616)
H (-1.7031, -9.1964, 0.0699)
H (-1.5466, -10.4074, -2.0649)
H (-0.1589, -9.3131, -1.8406)
H (-1.4993, -8.8425, -2.9180)
C (10.0449, -2.7350, 5.2487)
C (9.1087, -2.5808, 6.4137)
O (8.2380, -1.7131, 6.4433)
N (9.2440, -3.4406, 7.4640)
C (10.1938, -4.5166, 7.6200)
H (9.8141, -1.9796, 4.4920)
H (11.0777, -2.5907, 5.5769)
H (9.9221, -3.7236, 4.7984)
H (8.5782, -3.2737, 8.2092)
H (9.6345, -5.4463, 7.7485)
H (10.7807, -4.3225, 8.5209)
H (10.8625, -4.6097, 6.7631)
C (-9.8470, -1.1527, -0.0778)
C (-9.3692, -0.9721, -1.4908)
O (-8.6317, -0.0446, -1.8189)
N (-9.7775, -1.8765, -2.4269)
C (-10.6345, -3.0239, -2.2452)
H (-9.4387, -0.3559, 0.5506)
H (-10.9381, -1.0962, -0.0416)
H (-9.5014, -2.1129, 0.3142)
H (-9.4146, -1.6880, -3.3538)
H (-10.0770, -3.9142, -2.5455)
H (-11.5023, -2.9056, -2.8985)
H (-10.9689, -3.1350, -1.2127)
C (-5.8708, 4.3623, -5.3022)
C (-6.1558, 5.8326, -5.1810)
O (-6.9715, 6.2770, -4.3754)
N (-5.4779, 6.6873, -5.9999)
C (-4.4897, 6.3674, -7.0025)
H (-6.4865, 3.8106, -4.5858)
H (-6.1174, 4.0150, -6.3089)
H (-4.8192, 4.1653, -5.0774)
H (-5.7241, 7.6600, -5.8590)
H (-3.5636, 6.8859, -6.7432)
H (-4.8515, 6.7370, -7.9650)
H (-4.2991, 5.2955, -7.0728)

Cartesian forces, eV/Å:
-2.4 0.6 -1.2
3.1 -1.2 0.6
-1.5 0.2 1.0
1.0 -1.3 0.3
3.0 3.5 2.8
-0.5 0.9 0.4
0.6 0.0 -0.2
-0.1 0.5 0.9
-0.4 0.8 -0.8
0.2 0.0 0.3
-0.4 0.7 0.2
0.3 1.6 0.0
-0.2 0.1 -1.7
-0.6 -0.4 -2.1
4.5 6.2 0.3
4.0 5.0 0.7
-2.6 -3.7 2.4
-4.0 -4.6 -1.5
1.3 1.4 -7.2
1.6 -0.2 -3.2
-4.6 -0.4 10.2
0.1 1.0 -1.3
0.1 -2.0 -0.7
-4.0 1.4 1.8
0.3 0.6 -0.1
-0.8 1.2 0.1
-0.5 -0.3 -1.2
0.1 0.0 -1.3
-0.4 -0.8 -1.0
1.1 -0.6 -0.5
-0.1 -0.3 -0.4
0.3 -0.1 1.1
0.3 -0.6 0.6
-0.8 -0.8 1.2
0.0 -1.0 -1.8
1.2 -0.2 -0.2
-2.2 -2.0 -0.3
-0.3 2.7 -0.7
2.2 0.6 -1.9
-0.7 1.8 0.7
-2.5 0.2 -1.0
0.2 -2.1 -0.6
0.2 -0.3 2.2
1.5 -2.2 -0.6
0.4 -2.0 -1.7
-1.5 1.5 -1.1
0.5 1.0 2.0
0.8 -2.5 -0.2
-0.1 -1.1 -2.2
-1.2 -1.8 1.4
1.3 1.1 1.3
-2.3 -0.6 0.7
-0.1 -1.9 -1.7
1.9 1.0 -0.6
-1.5 -0.5 1.9
-1.1 -0.6 -2.4
-0.5 -1.1 2.5
0.0 -0.5 1.3
-0.3 0.2 1.3
-0.1 0.9 -0.8
-1.8 -1.7 -1.5
2.3 -0.9 -1.5
-0.3 1.1 1.7
2.6 -0.4 -0.1
-2.4 -0.1 1.1
1.5 -0.9 1.9
1.7 1.3 -1.2
1.2 -2.1 1.3
-2.4 -0.5 -0.5
0.0 -0.5 2.2
0.4 2.2 -0.1
1.8 -1.3 1.2
-1.2 1.0 1.5
0.9 1.2 -1.8
0.8 -1.8 -1.9
0.0 0.0 -2.6
2.3 0.3 0.3
2.0 1.6 -0.4
-0.4 0.3 2.3
0.0 -0.9 -2.2
-2.1 0.1 1.6
1.5 0.7 1.9
-2.1 1.2 0.8
0.0 0.8 -2.3
0.2 -0.1 0.1
-0.2 0.2 -0.5
0.0 0.1 0.5
1.0 -0.4 0.1
-0.3 0.1 -0.3
-0.2 0.1 -0.2
-0.1 -0.2 0.1
0.0 0.2 0.1
-0.1 0.0 0.3
-0.1 0.1 0.3
-0.2 -0.1 0.2
0.0 0.0 -0.3
0.1 0.2 0.2
0.0 0.1 -0.7
0.0 -0.2 0.2
0.1 0.7 0.0
-0.2 -0.2 -0.3
-0.1 -0.2 -0.2
0.2 -0.1 0.1
-0.2 -0.1 0.1
0.0 0.0 0.2
-0.1 -0.1 0.4
0.0 -0.2 0.2
0.1 0.0 -0.4
-0.2 0.2 -0.1
0.0 -0.2 1.0
0.2 0.0 -0.6
-0.5 0.6 0.1
0.2 -0.3 0.3
0.2 -0.3 0.1
-0.1 -0.1 -0.1
0.2 0.1 -0.1
-0.1 0.1 -0.2
0.2 0.0 -0.3
0.0 -0.1 -0.3
0.0 -0.1 0.2
0.0 0.1 -0.3
-0.5 0.2 0.6
0.5 -0.2 0.0
-0.2 0.6 -0.6
-0.2 -0.1 0.4
0.0 -0.1 0.3
0.0 -0.2 -0.1
0.2 0.0 0.1
0.2 0.0 -0.2
0.3 -0.1 0.0
0.2 -0.2 -0.1
-0.2 0.1 0.1
0.0 0.1 0.3
0.4 0.4 -0.7
-0.2 -0.4 0.2
0.3 0.5 0.5
0.0 -0.1 -0.4
0.0 -0.1 -0.3
0.1 -0.2 0.1
-0.2 0.0 0.0
-0.1 0.0 0.2
-0.3 -0.2 0.1
-0.1 -0.3 0.2
0.1 0.1 -0.2
-0.1 -0.3 0.1
-0.7 0.9 0.6
0.5 -0.4 -0.4
-0.3 -0.4 0.4
0.0 0.5 0.0
0.1 0.3 -0.1
0.2 -0.1 0.1
0.0 -0.1 -0.2
0.0 -0.2 0.0
0.1 -0.2 -0.3
0.3 -0.2 -0.1
-0.1 0.2 0.1

Mulliken population analysis, charges in e, atoms 1 to 2: -1.02 -0.26